Below is a molecular structure, C41H35ClCoN2Si2, with properties calculated with ωB97M-V/def2-TZVPD.

Structure (ORCA input):
```
! wB97M-V def2-TZVPD RIJCOSX def2/J DEFGRID3
* xyz 0 4
C -4.762 0.469 2.059
C -3.567 -0.047 2.644
C -2.534 0.910 2.448
H -3.456 -0.962 3.222
C -3.073 2.011 1.726
C -4.462 1.749 1.500
H -5.165 2.438 1.044
H -5.749 0.006 2.103
H -1.530 0.860 2.848
H -2.529 2.917 1.492
Co -3.334 0.343 0.709
Si -0.715 0.055 0.047
C -0.001 -1.387 0.965
C 1.045 -1.999 0.257
H 1.296 -1.640 -0.740
C 1.757 -3.059 0.809
H 2.562 -3.516 0.243
C 1.446 -3.531 2.085
H 2.024 -4.348 2.522
C 0.396 -2.938 2.790
H 0.148 -3.307 3.784
C -0.338 -1.884 2.236
H -1.171 -1.468 2.801
C 0.169 1.595 0.634
C 1.045 1.597 1.735
H 1.273 0.670 2.260
C 1.589 2.795 2.213
H 2.239 2.781 3.086
C 1.274 4.012 1.609
H 1.681 4.948 1.998
C 0.413 4.018 0.508
H 0.143 4.965 0.043
C -0.127 2.826 0.020
H -0.811 2.853 -0.829
H -0.659 -0.138 -1.433
Si 4.811 -0.400 -2.238
C 5.319 1.265 -1.551
C 6.379 1.435 -0.640
H 6.991 0.582 -0.339
C 6.663 2.700 -0.111
H 7.456 2.815 0.629
C 5.935 3.821 -0.522
H 6.139 4.804 -0.091
C 4.946 3.672 -1.499
H 4.398 4.544 -1.855
C 4.660 2.410 -2.027
H 3.923 2.315 -2.825
C 5.456 -1.724 -1.092
C 4.972 -1.721 0.220
H 4.286 -0.938 0.550
C 5.352 -2.724 1.116
H 4.921 -2.733 2.116
C 6.262 -3.713 0.726
H 6.537 -4.506 1.425
C 6.807 -3.677 -0.563
H 7.533 -4.438 -0.859
C 6.422 -2.677 -1.465
H 6.873 -2.626 -2.458
H 5.400 -0.613 -3.596
Cl 2.779 -0.507 -2.618
C -4.586 2.644 -2.630
C -3.795 2.215 -1.565
N -3.949 0.973 -1.047
C -4.888 0.137 -1.602
C -5.811 0.558 -2.596
C -5.604 1.845 -3.131
C -6.861 -0.364 -2.923
C -6.980 -1.591 -2.299
C -6.059 -2.029 -1.289
C -6.106 -3.232 -0.558
C -5.169 -3.464 0.445
C -4.201 -2.512 0.761
N -4.138 -1.335 0.087
C -5.002 -1.139 -0.970
H -4.399 3.644 -3.028
H -3.022 2.849 -1.111
H -6.261 2.190 -3.936
H -7.578 -0.059 -3.701
H -7.800 -2.277 -2.571
H -6.886 -3.961 -0.794
H -5.187 -4.386 1.031
H -3.458 -2.667 1.555
*
```

Summary:
Molecular weight in g mol⁻¹: 706.3
Energy relative to the best compared isomer or geometry (same formula, charge and spin) in kJ/mol: 0.00
Strongest force on any atom in eV/A: 7.0
LUMO energy (spin up / spin down) in eV: -0.30 / -0.05
Gap between HOMO and LUMO (spin up / spin down) in eV: 4.201 / 7.410
Calculated total energy in eV: -111969.0582

***

Below is a molecular structure, C41H35ClN2ReSi2, with properties calculated with ωB97M-V/def2-TZVPD.

Structure (ORCA input):
```
! wB97M-V def2-TZVPD RIJCOSX def2/J DEFGRID3
* xyz 2 4
C -2.456 4.121 -0.792
C -1.985 3.773 0.518
C -0.582 3.500 0.417
H -2.553 3.808 1.436
C -0.193 3.657 -0.958
C -1.351 4.051 -1.695
H -1.368 4.316 -2.744
H -3.453 4.468 -1.036
H 0.075 3.277 1.242
H 0.802 3.528 -1.361
Re -1.633 2.164 -0.767
Si 2.543 -1.753 0.960
C 2.326 -3.297 1.988
C 2.437 -4.595 1.456
H 2.540 -4.731 0.377
C 2.446 -5.711 2.303
H 2.479 -6.716 1.876
C 2.433 -5.546 3.693
H 2.499 -6.412 4.355
C 2.318 -4.259 4.228
H 2.322 -4.114 5.313
C 2.186 -3.153 3.380
H 2.000 -2.162 3.806
C 4.204 -1.890 0.096
C 5.345 -2.156 0.881
H 5.270 -2.144 1.970
C 6.565 -2.470 0.276
H 7.418 -2.761 0.892
C 6.696 -2.410 -1.114
H 7.652 -2.647 -1.585
C 5.598 -2.028 -1.891
H 5.707 -1.940 -2.972
C 4.361 -1.768 -1.294
H 3.509 -1.481 -1.912
H 2.751 -0.667 1.916
Si -0.292 0.133 -0.046
C 1.385 0.956 -0.354
C 2.066 1.598 0.694
H 1.647 1.592 1.704
C 3.297 2.203 0.449
H 3.818 2.689 1.278
C 3.842 2.174 -0.834
H 4.819 2.622 -1.015
C 3.142 1.580 -1.889
H 3.545 1.596 -2.900
C 1.922 0.949 -1.649
H 1.383 0.442 -2.456
C -0.634 -0.286 1.758
C -0.674 0.711 2.752
H -0.516 1.760 2.499
C -0.925 0.373 4.084
H -1.016 1.165 4.835
C -1.059 -0.971 4.452
H -1.234 -1.239 5.493
C -0.979 -1.971 3.475
H -1.026 -3.026 3.762
C -0.836 -1.623 2.130
H -0.828 -2.402 1.365
H 1.267 -1.363 0.096
Cl -1.028 -1.216 -1.431
C -2.469 1.609 -5.152
C -1.810 1.757 -3.931
N -2.469 1.630 -2.761
C -3.795 1.344 -2.762
C -4.529 1.210 -3.969
C -3.833 1.341 -5.180
C -5.934 0.973 -3.856
C -6.559 0.866 -2.634
C -5.845 0.990 -1.402
C -6.425 0.914 -0.125
C -5.629 1.109 0.995
C -4.276 1.400 0.851
N -3.702 1.439 -0.370
C -4.450 1.238 -1.484
H -1.884 1.729 -6.057
H -0.740 1.985 -3.872
H -4.369 1.232 -6.115
H -6.500 0.880 -4.781
H -7.633 0.692 -2.579
H -7.489 0.709 -0.039
H -6.029 1.057 2.002
H -3.624 1.597 1.708
*
```

Summary:
Molecular weight in g mol⁻¹: 833.6
Energy relative to the best compared isomer or geometry (same formula, charge and spin) in kJ/mol: 0.00
Strongest force on any atom in eV/A: 7.9
LUMO energy (spin up / spin down) in eV: -6.34 / -7.98
Gap between HOMO and LUMO (spin up / spin down) in eV: 6.288 / 4.655
Calculated total energy in eV: -76459.1948

***

Below is a molecular structure, C41H35FNO3P2S2Sn, with properties calculated with ωB97M-V/def2-TZVPD.

Structure (ORCA input):
```
! wB97M-V def2-TZVPD RIJCOSX def2/J DEFGRID3
* xyz 1 1
Sn -0.521 -1.074 -1.137
C 1.527 1.455 3.287
C 2.244 0.125 3.629
P 2.833 -0.770 2.212
C 3.444 -2.370 2.629
C 4.314 -2.523 3.711
C 4.838 -3.772 3.993
C 4.495 -4.859 3.199
C 3.625 -4.707 2.128
C 3.099 -3.461 1.829
C 3.897 0.194 1.188
C 5.154 0.566 1.669
C 5.994 1.314 0.864
C 5.584 1.678 -0.414
C 4.338 1.301 -0.893
C 3.484 0.555 -0.095
C -0.007 1.404 3.370
P -0.803 1.197 1.702
C -0.654 2.899 1.045
C 0.408 3.128 0.170
C 0.608 4.377 -0.401
C -0.266 5.413 -0.111
C -1.339 5.194 0.743
C -1.535 3.945 1.314
C -2.560 1.059 2.192
C -3.385 0.259 1.402
C -4.723 0.072 1.722
C -5.258 0.693 2.839
C -4.453 1.499 3.633
C -3.116 1.675 3.316
H 1.836 1.811 2.299
H 1.899 2.199 3.990
H 1.609 -0.572 4.183
H 3.119 0.321 4.256
H 4.577 -1.679 4.339
H 5.510 -3.899 4.830
H 4.910 -5.833 3.419
H 3.353 -5.560 1.522
H 2.422 -3.351 0.992
H 5.482 0.275 2.660
H 6.968 1.610 1.227
H 6.247 2.257 -1.043
H 4.023 1.579 -1.889
H 2.520 0.254 -0.486
H -0.358 2.333 3.822
H -0.353 0.589 4.009
H 1.069 2.308 -0.097
H 1.430 4.534 -1.087
H -0.122 6.387 -0.560
H -2.031 5.997 0.961
H -2.392 3.784 1.957
H -2.983 -0.222 0.517
H -5.340 -0.564 1.102
H -6.299 0.547 3.095
H -4.870 1.995 4.500
H -2.508 2.302 3.956
S 1.180 -0.300 -2.938
C -0.118 0.839 -3.156
N -0.999 1.026 -2.207
C -1.972 1.948 -2.581
C -3.014 2.400 -1.776
C -3.874 3.350 -2.288
C -3.708 3.849 -3.585
C -2.670 3.415 -4.386
C -1.799 2.463 -3.867
S -0.387 1.752 -4.600
H -3.132 2.016 -0.771
H -4.688 3.718 -1.677
H -4.402 4.586 -3.967
H -2.540 3.803 -5.388
O -3.279 -2.749 -4.684
C -2.688 -3.946 -4.526
C -3.072 -4.965 -5.400
C -2.514 -6.220 -5.290
C -1.553 -6.498 -4.316
C -1.165 -5.496 -3.458
C -1.720 -4.213 -3.544
C -1.241 -3.179 -2.615
O -1.795 -2.002 -2.645
O -0.312 -3.379 -1.805
H -2.922 -2.145 -4.007
H -3.815 -4.738 -6.152
H -2.832 -7.000 -5.969
H -1.119 -7.485 -4.241
H -0.422 -5.673 -2.692
F 1.589 -1.044 1.324
*
```

Summary:
Molecular weight in g mol⁻¹: 853.5
Energy relative to the best compared isomer or geometry (same formula, charge and spin) in kJ/mol: 0.00
Strongest force on any atom in eV/A: 0.4
LUMO energy in eV: -2.87
Gap between HOMO and LUMO in eV: 7.221
Calculated total energy in eV: -99513.2106

***

Below is a molecular structure, C41H36AsCl2IN2OPReS, with properties calculated with ωB97M-V/def2-TZVPD.

Structure (ORCA input):
```
! wB97M-V def2-TZVPD RIJCOSX def2/J DEFGRID3
* xyz 3 2
Re 1.836 -2.201 0.586
Cl 2.080 -2.306 2.980
C 0.858 -3.481 3.501
C 0.732 -3.748 4.845
C -0.236 -4.672 5.222
C -1.040 -5.291 4.276
C -0.878 -4.998 2.930
Cl -1.881 -5.767 1.761
C 0.091 -4.081 2.521
S 0.361 -3.738 0.794
H 1.364 -3.263 5.576
H -0.363 -4.913 6.269
H -1.792 -6.008 4.575
N 4.293 -4.584 -0.325
C 4.646 -3.348 -0.036
O 3.834 -2.520 0.472
C 6.034 -2.891 -0.311
I 6.048 -2.038 -2.271
H 3.349 -4.907 -0.172
H 4.963 -5.238 -0.702
H 6.757 -3.700 -0.288
H 6.309 -2.105 0.383
N 1.820 -2.233 -1.483
C 1.813 -2.203 -2.632
C 1.821 -2.164 -4.056
C 0.936 -1.311 -4.723
C 0.946 -1.282 -6.105
C 1.828 -2.093 -6.810
C 2.708 -2.937 -6.143
C 2.711 -2.979 -4.761
H 0.258 -0.682 -4.160
H 0.266 -0.631 -6.636
H 1.828 -2.068 -7.892
H 3.387 -3.564 -6.704
H 3.388 -3.632 -4.228
C 0.559 0.789 2.085
C 0.067 2.239 2.026
As -1.860 2.582 1.924
C -2.375 2.960 0.117
C -3.169 2.077 -0.604
C -3.504 2.389 -1.915
C -3.046 3.568 -2.488
C -2.257 4.449 -1.757
C -1.920 4.154 -0.445
C -2.313 4.061 2.991
C -1.579 4.437 4.125
C -1.978 5.542 4.848
C -3.118 6.250 4.469
C -3.870 5.856 3.365
C -3.479 4.758 2.626
P 0.454 -0.221 0.557
C -1.277 -0.659 0.306
C -1.719 -1.028 -0.964
C -3.004 -1.515 -1.137
C -3.851 -1.654 -0.042
C -3.411 -1.304 1.227
C -2.124 -0.812 1.405
C 1.047 0.875 -0.746
C 0.225 1.619 -1.589
C 0.797 2.442 -2.551
C 2.177 2.529 -2.671
C 3.001 1.796 -1.824
C 2.436 0.971 -0.866
H 0.102 0.226 2.902
H 1.627 0.822 2.319
H 0.482 2.764 1.162
H 0.404 2.756 2.923
H -3.531 1.162 -0.154
H -4.137 1.718 -2.482
H -3.322 3.814 -3.506
H -1.918 5.375 -2.202
H -1.324 4.854 0.129
H -0.706 3.883 4.445
H -1.408 5.856 5.712
H -3.426 7.112 5.046
H -4.759 6.407 3.087
H -4.059 4.450 1.765
H -1.056 -0.949 -1.817
H -3.344 -1.802 -2.124
H -4.851 -2.047 -0.178
H -4.064 -1.425 2.082
H -1.787 -0.588 2.410
H -0.853 1.574 -1.495
H 0.158 3.020 -3.206
H 2.614 3.173 -3.423
H 4.077 1.870 -1.912
H 3.094 0.402 -0.210
*
```

Summary:
Molecular weight in g mol⁻¹: 1094.7
Energy relative to the best compared isomer or geometry (same formula, charge and spin) in kJ/mol: 0.00
Strongest force on any atom in eV/A: 0.7
LUMO energy (spin up / spin down) in eV: -8.63 / -9.84
Gap between HOMO and LUMO (spin up / spin down) in eV: 6.945 / 5.734
Calculated total energy in eV: -164344.0487

***

Below is a molecular structure, C41H36AuN4P2SSeTe, with properties calculated with ωB97M-V/def2-TZVPD.

Structure (ORCA input):
```
! wB97M-V def2-TZVPD RIJCOSX def2/J DEFGRID3
* xyz 1 3
Au 0.899 -0.392 -0.245
Te -0.004 -0.647 4.035
C -1.718 -1.088 5.250
C -2.685 -1.959 4.762
C -3.855 -2.123 5.486
N -4.094 -1.488 6.628
C -3.153 -0.689 7.111
C -1.945 -0.458 6.464
C -1.438 -0.195 2.483
P -0.984 -0.987 0.968
C -1.074 -2.760 1.395
C -2.230 -3.505 1.163
C -2.251 -4.862 1.446
C -1.130 -5.483 1.980
C 0.012 -4.742 2.241
C 0.050 -3.391 1.932
C -2.389 -0.751 -0.153
C -3.678 -0.623 0.365
C -4.765 -0.521 -0.485
C -4.578 -0.575 -1.859
C -3.299 -0.712 -2.380
C -2.205 -0.790 -1.532
P -1.281 1.543 2.918
C -2.750 1.830 3.970
C -3.891 1.038 3.895
C -4.983 1.313 4.701
C -4.939 2.370 5.598
C -3.798 3.154 5.687
C -2.706 2.887 4.877
C -1.526 2.664 1.492
C -0.625 3.706 1.298
C -0.851 4.622 0.283
C -1.948 4.474 -0.552
C -2.829 3.417 -0.372
C -2.630 2.516 0.659
H -2.537 -2.481 3.824
H -4.645 -2.776 5.131
H -3.383 -0.199 8.051
H -1.215 0.216 6.894
H -3.112 -3.036 0.753
H -3.140 -5.439 1.233
H -1.145 -6.546 2.175
H 0.883 -5.228 2.659
H 0.967 -2.831 2.070
H -3.819 -0.608 1.437
H -5.756 -0.397 -0.069
H -5.432 -0.513 -2.520
H -3.154 -0.753 -3.451
H -1.205 -0.891 -1.936
H -3.923 0.202 3.213
H -5.871 0.697 4.633
H -5.792 2.580 6.227
H -3.760 3.973 6.393
H -1.816 3.501 4.944
H 0.231 3.813 1.955
H -0.162 5.443 0.140
H -2.118 5.189 -1.346
H -3.682 3.296 -1.026
H -3.336 1.719 0.831
C 7.208 1.569 2.874
C 5.997 0.753 3.157
C 5.945 -0.285 4.043
C 4.718 -0.954 4.229
N 3.626 -0.606 3.567
C 3.666 0.419 2.702
S 2.315 0.993 1.878
N 4.859 1.070 2.496
C 4.604 -2.098 5.177
H 8.060 1.213 3.446
H 7.023 2.614 3.127
H 7.458 1.529 1.813
H 6.822 -0.579 4.599
H 4.838 1.839 1.840
H 5.169 -1.910 6.089
H 5.010 -2.997 4.709
H 3.558 -2.282 5.412
Se 1.603 0.269 -2.490
C 1.605 2.172 -2.234
C 2.539 2.752 -1.382
C 2.592 4.135 -1.311
N 1.787 4.934 -2.003
C 0.884 4.370 -2.794
C 0.743 2.998 -2.943
H 3.215 2.136 -0.805
H 3.313 4.634 -0.672
H 0.251 5.054 -3.349
H -0.007 2.581 -3.600
*
```

Summary:
Molecular weight in g mol⁻¹: 1082.3
Energy relative to the best compared isomer or geometry (same formula, charge and spin) in kJ/mol: 50.31
Strongest force on any atom in eV/A: 1.6
LUMO energy (spin up / spin down) in eV: -2.76 / -5.40
Gap between HOMO and LUMO (spin up / spin down) in eV: 7.230 / 4.164
Calculated total energy in eV: -154799.1449